(1)
The molecule C2H7N in a non-equilibrium geometry. Source: the Open Molecules 2025 dataset; level of theory: ωB97M-V/def2-TZVPD.

Each line ends with the natural charge from an NBO analysis.
Cartesian coordinates (Å):
C  0.68  0.74  -0.64  -0.62
C  0.17  -0.48  0.17  -0.21
N  -1.28  -0.42  0.39  -0.83
H  1.71  0.58  -0.99  0.21
H  0.03  0.89  -1.52  0.21
H  0.65  1.63  -0.02  0.20
H  0.36  -1.41  -0.41  0.18
H  0.74  -0.61  1.09  0.16
H  -1.54  0.35  1.00  0.35
H  -1.52  -1.25  0.92  0.35

The HOMO energy is -9.4 eV. Its SMILES is CCN. Its HOMO-LUMO gap is 0.38998 Eh. The value obtained for the energy above the lowest of the compared OMol25 structures with the same formula, charge and spin is 4.0 kJ/mol. The charge is 0.

---

(2)
A structure of composition C2H7N in a non-equilibrium geometry. Source: the Open Molecules 2025 dataset; level of theory: ωB97M-V/def2-TZVPD.

Each line ends with the natural charge from an NBO analysis.
Cartesian coordinates (Å):
C  -2.14  -0.01  0.11  -0.54
N  -1.35  -0.44  1.05  -0.24
C  2.29  -0.09  -0.20  -0.86
H  -2.83  -0.76  -0.28  0.18
H  -3.33  0.78  0.35  0.23
H  -1.57  1.18  -0.33  0.37
H  1.37  0.25  0.27  0.22
H  1.96  -1.07  -0.61  0.21
H  2.70  0.52  -0.99  0.22
H  2.91  -0.35  0.64  0.22

The HOMO energy is -8.3 eV. Its HOMO-LUMO gap is 0.23550 Eh. The value obtained for the energy above the lowest of the compared OMol25 structures with the same formula, charge and spin is 698.7 kJ/mol. The charge is 0.

---

(3)
A cluster of 2 separate species, C2H7N2 in total in a non-equilibrium geometry. Source: the Open Molecules 2025 dataset; level of theory: ωB97M-V/def2-TZVPD.

Each line ends with the Löwdin spin population.
Cartesian coordinates (Å):
C  0.99  0.73  -0.07  0.11
C  0.41  -0.42  -0.38  0.69
N  -2.03  -1.41  1.10  0.03
N  1.72  1.59  -0.93  0.07
H  1.04  1.19  0.91  0.02
H  0.75  -1.19  -1.07  0.05
H  -1.85  -1.96  1.92  0.00
H  -2.99  -1.29  0.86  0.00
H  -1.27  -0.97  0.61  0.03
H  1.92  1.24  -1.86  0.00
H  1.30  2.49  -1.09  0.00

The expectation value of S² is 0.7594. The HOMO energy (spin up / spin down) is -8.8 / -8.8 eV. Its HOMO-LUMO gap (spin up / spin down) is 0.36470 / 0.30796 Eh. The value obtained for the energy above the lowest of the compared OMol25 structures with the same formula, charge and spin is 148.5 kJ/mol. The spin multiplicity is 2. The charge is 0.

---

(4)
A cluster of 2 separate species, C2H7N2O in total in a non-equilibrium geometry. Source: the Open Molecules 2025 dataset; level of theory: ωB97M-V/def2-TZVPD.

Each line ends with the natural charge from an NBO analysis.
Cartesian coordinates (Å):
C  1.99  -1.20  0.02  -0.25
O  1.34  -0.05  0.59  -0.82
H  2.65  -1.70  0.74  0.16
H  1.08  -1.87  -0.25  0.16
H  2.56  -1.11  -0.99  0.13
N  -1.77  1.77  -0.64  -0.93
C  -1.25  1.00  0.46  -0.02
N  -1.70  -0.26  0.50  -0.92
H  -1.88  2.75  -0.53  0.36
H  -2.30  1.26  -1.37  0.33
H  0.36  0.18  0.37  0.49
H  -1.08  -0.77  1.11  0.31

The HOMO energy is -2.0 eV. Its HOMO-LUMO gap is 0.22667 Eh. The value obtained for the energy above the lowest of the compared OMol25 structures with the same formula, charge and spin is 212.6 kJ/mol. The charge is -1.

---

(5)
A cluster of 2 separate species, C2H7N2O in total in a non-equilibrium geometry. Source: the Open Molecules 2025 dataset; level of theory: ωB97M-V/def2-TZVPD.

Each line ends with the natural charge from an NBO analysis.
Cartesian coordinates (Å):
C  1.26  -1.21  -0.03  -0.10
C  1.14  1.09  0.13  -0.48
N  -2.41  0.14  -0.09  -0.62
N  1.83  -0.18  0.40  -0.46
O  -1.29  -0.48  -0.90  -0.87
H  0.17  -1.25  -0.43  0.24
H  1.77  -2.04  -0.09  0.11
H  -3.25  -0.38  -0.20  0.29
H  0.06  0.89  -0.13  0.27
H  1.17  1.63  1.06  0.16
H  1.73  1.77  -0.59  0.17
H  -2.18  0.02  0.87  0.28

The HOMO energy is -2.1 eV. Its HOMO-LUMO gap is 0.24673 Eh. The value obtained for the energy above the lowest of the compared OMol25 structures with the same formula, charge and spin is 362.4 kJ/mol. The charge is -1.

---

(6)
The ion C2H7N2O with charge +1 in a non-equilibrium geometry. Source: the Open Molecules 2025 dataset; level of theory: ωB97M-V/def2-TZVPD.

Each line ends with the natural charge from an NBO analysis.
Cartesian coordinates (Å):
C  0.67  -1.51  -0.03  -0.37
N  0.48  0.23  -0.32  -0.06
O  1.49  0.62  -1.06  -0.50
C  -0.41  1.05  0.14  0.33
N  -1.39  0.67  0.97  -0.74
H  0.93  -1.82  0.99  0.25
H  -0.29  -1.90  -0.47  0.24
H  1.52  -1.40  -0.71  0.25
H  1.14  1.10  -1.87  0.50
H  -0.39  2.08  -0.13  0.23
H  -2.23  1.20  1.22  0.45
H  -1.52  -0.32  1.25  0.42

The HOMO energy is -14.7 eV. Its SMILES is CN(O)C=[NH2+]. Its HOMO-LUMO gap is 0.41046 Eh. The value obtained for the energy above the lowest of the compared OMol25 structures with the same formula, charge and spin is 336.5 kJ/mol. The charge is +1.

---

(7)
The ion C2H7N2O with charge +1 in a non-equilibrium geometry. Source: the Open Molecules 2025 dataset; level of theory: ωB97M-V/def2-TZVPD.

Each line ends with the natural charge from an NBO analysis.
Cartesian coordinates (Å):
C  -0.58  -1.26  -0.02  -0.51
N  -1.07  0.14  -0.09  0.18
O  -2.29  0.43  -0.06  -0.36
C  -0.14  1.10  -0.11  0.03
N  1.27  0.63  0.06  -0.71
H  -1.44  -1.81  -0.45  0.29
H  0.30  -1.59  -0.63  0.23
H  -0.64  -1.45  0.95  0.24
H  -0.28  2.09  0.01  0.23
H  1.78  1.19  -0.65  0.47
H  1.35  -0.38  0.05  0.45
H  1.74  0.90  0.95  0.45

The HOMO energy is -14.1 eV. Its SMILES is C/[N+]([O-])=C\[NH3+]. Its HOMO-LUMO gap is 0.35727 Eh. The value obtained for the energy above the lowest of the compared OMol25 structures with the same formula, charge and spin is 467.2 kJ/mol. The charge is +1.

---

(8)
A cluster of 2 separate species, C2H7N2O2 in total in a non-equilibrium geometry. Source: the Open Molecules 2025 dataset; level of theory: ωB97M-V/def2-TZVPD.

Each line ends with the natural charge from an NBO analysis.
Cartesian coordinates (Å):
N  -1.38  -1.24  -1.19  -0.85
C  -0.24  -0.33  -1.37  -0.07
N  1.04  -0.71  -0.73  -0.88
H  -1.92  -1.10  -0.32  0.36
H  -0.86  -2.13  -1.00  0.33
H  -0.48  0.63  -0.90  0.19
H  -0.21  -0.18  -2.47  0.14
H  0.80  -1.44  -0.10  0.33
H  1.25  0.05  -0.11  0.41
O  -0.77  1.42  1.77  -0.82
C  0.52  1.62  2.00  0.64
O  1.50  0.97  1.60  -0.77
H  0.76  2.46  2.83  -0.01

The HOMO energy is -4.4 eV. Its HOMO-LUMO gap is 0.32562 Eh. The value obtained for the energy above the lowest of the compared OMol25 structures with the same formula, charge and spin is 107.2 kJ/mol. The charge is -1.

---

(9)
A cluster of 2 separate species, C2H7N2O2 in total. Source: the Open Molecules 2025 dataset; level of theory: ωB97M-V/def2-TZVPD.

Each line ends with the natural charge from an NBO analysis.
Cartesian coordinates (Å):
N  -1.52  0.14  -0.25  -0.89
C  -1.01  -0.79  0.78  -0.04
N  -0.07  -0.19  1.69  -0.86
H  -1.93  -0.44  -0.97  0.33
H  -0.70  0.57  -0.69  0.41
H  -0.55  -1.67  0.31  0.15
H  -1.84  -1.13  1.41  0.14
H  -0.48  0.66  2.06  0.35
H  0.79  0.06  1.22  0.38
O  1.40  -0.21  -2.13  -0.78
C  1.82  0.70  -1.41  0.62
O  1.16  1.52  -0.73  -0.81
H  2.93  0.78  -1.29  -0.01

The HOMO energy is -4.4 eV. Its HOMO-LUMO gap is 0.32323 Eh. The value obtained for the energy above the lowest of the compared OMol25 structures with the same formula, charge and spin is 37.5 kJ/mol. The charge is -1.

---

(10)
A structure of composition C2H7N2O4S2V in a non-equilibrium geometry. Source: the Open Molecules 2025 dataset; level of theory: ωB97M-V/def2-TZVPD.

Each line ends with the Löwdin spin population.
Cartesian coordinates (Å):
N  -2.22  0.43  -0.20  -0.01
C  -1.53  -0.65  0.53  0.00
C  -0.42  -0.19  1.46  0.00
S  1.32  -0.46  1.04  0.00
O  1.69  -1.67  1.67  0.00
O  2.01  0.78  1.24  0.00
N  1.39  -0.74  -0.62  0.00
S  1.75  0.48  -1.50  0.01
O  1.96  0.06  -2.87  0.00
O  0.48  1.35  -1.52  0.00
H  -2.06  1.35  0.19  0.00
H  -2.10  0.51  -1.21  0.00
H  -2.29  -1.16  1.13  0.00
H  -1.18  -1.43  -0.16  0.00
H  -0.48  0.88  1.66  0.00
H  -0.49  -0.72  2.41  0.00
H  2.73  1.28  -1.06  0.00
V  -0.56  -0.11  -2.19  0.99

The expectation value of S² is 0.7557. The HOMO energy (spin up / spin down) is -14.6 / -14.4 eV. Its HOMO-LUMO gap (spin up / spin down) is 0.31407 / 0.30609 Eh. The spin multiplicity is 2. The charge is +1.